(1)
{
  "formula": "C20H15LuN5O3S",
  "method": "the ωB97M-V functional and the def2-TZVPD basis",
  "gap_ha": 0.180,
  "relative_energy_kj_mol": 0.0,
  "max_force_ev_per_a": 1.86,
  "charge": -1,
  "symbols": ["Lu", "S", "O", "O", "O", "N", "N", "N", "N", "N", "C", "C", "C", "C", "C", "C", "C", "C", "C", "C", "C", "C", "C", "C", "C", "C", "C", "C", "C", "C", "H", "H", "H", "H", "H", "H", "H", "H", "H", "H", "H", "H", "H", "H", "H"],
  "coordinates": [[0.033554, -0.929439, 0.360578], [1.814063, 3.308736, 2.054854], [-1.146138, -4.037568, 1.355126], [-1.949275, -1.990458, 0.958874], [1.860600, -1.432598, 0.102132], [-2.421489, -0.499186, -3.397273], [-1.412066, -0.077779, -1.489543], [-0.995439, -3.288077, -3.321947], [-0.222682, -2.604781, -1.383403], [0.851474, 1.358157, 0.655728], [1.348890, 1.235834, 4.291632], [0.348275, -0.471828, 2.725961], [1.071759, 2.265679, -1.629236], [-0.960692, -2.285226, -2.400811], [1.141623, 0.433248, 5.391948], [1.918260, 4.526803, -1.816566], [0.273699, -3.855493, -1.612242], [-0.195472, -4.299203, -2.811539], [0.946490, 0.776733, 3.025890], [2.061305, 4.613354, -0.442441], [-2.056332, -3.210592, 1.312936], [-1.603512, -0.976839, -2.428912], [-2.781927, 0.784981, -3.036018], [0.157389, -1.215022, 3.919117], [1.698322, 3.522346, 0.335666], [1.154802, 1.656207, 1.879459], [1.436075, 3.352433, -2.401360], [0.529465, -0.808650, 5.183730], [-2.145745, 1.023060, -1.860843], [1.179016, 2.356935, -0.242740], [-0.304454, -2.198182, 3.839069], [1.819994, 2.206697, 4.402434], [-3.438723, 1.384908, -3.639268], [2.199307, 5.364090, -2.442386], [0.740361, 1.336967, -2.072316], [1.364398, 3.291276, -3.480570], [0.921455, -4.298719, -0.876367], [-3.093239, -3.511492, 1.583282], [-2.152958, 1.912690, -1.254638], [-0.047657, -5.218738, -3.349511], [1.440263, 0.747164, 6.384805], [2.460118, 5.508779, 0.018262], [0.350008, -1.457531, 6.035273], [-2.733859, -0.986019, -4.216647], [-1.459305, -3.313656, -4.210180]],
  "forces_ev_per_angstrom": [[1.5, -0.6, 0.9], [-0.1, -0.4, -0.1], [-0.2, -0.2, 0.1], [-0.2, -0.1, 0.0], [-0.6, 0.1, -0.3], [-0.1, 0.1, 0.1], [0.0, 0.1, -0.4], [0.2, -0.1, 0.1], [-0.2, -0.2, 0.0], [-0.2, 0.1, -0.2], [-0.1, -0.3, 0.0], [0.1, 0.6, 1.3], [0.0, 0.0, 0.0], [-0.3, 0.3, -0.1], [-0.1, -0.1, -0.1], [0.0, -0.1, 0.0], [-0.1, 0.3, 0.1], [0.0, -0.1, -0.1], [0.0, 0.2, -0.5], [0.0, 0.1, 0.0], [0.4, 0.4, -0.3], [0.1, -0.3, -0.3], [0.0, 0.0, -0.1], [-0.2, -0.6, -0.6], [0.0, -0.1, 0.1], [0.0, 0.6, 0.1], [0.0, 0.0, -0.1], [0.2, 0.3, 0.2], [0.0, 0.0, 0.1], [0.1, 0.0, 0.1], [0.0, 0.0, 0.0], [0.0, 0.0, 0.0], [0.0, 0.0, 0.0], [0.0, 0.0, 0.0], [0.0, 0.0, 0.0], [0.0, 0.0, 0.0], [0.0, -0.1, -0.1], [0.0, -0.1, 0.1], [0.0, 0.0, 0.0], [0.0, 0.0, 0.0], [0.0, 0.0, 0.0], [0.0, 0.0, 0.0], [0.0, 0.0, 0.0], [0.0, 0.0, 0.0], [0.0, 0.1, 0.0]]
}

(2)
{
  "formula": "C20H15N4O5STi",
  "method": "the ωB97M-V functional and the def2-TZVPD basis",
  "gap_ha": [0.228, 0.301],
  "multiplicity": 2,
  "relative_energy_kj_mol": 86.6,
  "max_force_ev_per_a": 3.13,
  "symbols": ["Ti", "S", "O", "O", "O", "O", "O", "N", "N", "N", "N", "C", "C", "C", "C", "C", "C", "C", "C", "C", "C", "C", "C", "C", "C", "C", "C", "C", "C", "C", "C", "H", "H", "H", "H", "H", "H", "H", "H", "H", "H", "H", "H", "H", "H", "H"],
  "coordinates": [[0.124591, -0.436065, -0.918429], [-0.165642, -3.531912, 2.261744], [-1.102627, 0.678398, 0.133822], [-0.311192, 0.424148, -2.506239], [3.132333, 0.832418, -2.459612], [1.748621, -0.757535, -1.696728], [0.810580, 1.925080, -3.745739], [-1.440264, 2.915240, 0.159805], [2.356673, 3.288007, -1.192729], [0.455589, -1.551037, 0.731493], [0.649188, 1.969378, -0.411733], [1.705948, -2.380816, 4.045421], [-2.725592, -3.342263, -2.573255], [1.218631, -1.400152, 1.871424], [2.118634, -0.363192, 2.115420], [2.041810, 0.299287, -2.394520], [2.791923, -0.344995, 3.321615], [-1.054600, -2.022856, -1.408002], [2.589849, -1.341344, 4.278024], [-0.960566, 4.159819, -0.096602], [0.300672, 4.337788, -0.542591], [0.753492, 0.967884, -3.008230], [-0.622108, 1.831582, -0.038767], [-2.099256, -3.984240, -0.347750], [1.114990, 3.187980, -0.734886], [-2.863629, -4.190978, -1.476315], [-1.839279, -2.273354, -2.531824], [-0.325091, -2.618727, 0.789486], [-2.811262, 2.682253, 0.598258], [1.022335, -2.394902, 2.838980], [-1.191390, -2.919256, -0.321034], [-3.328684, -3.518157, -3.456389], [-2.813840, 2.209188, 1.578847], [-3.336992, 3.631482, 0.643751], [-1.649055, 4.976327, 0.063189], [-3.571404, -5.009279, -1.510920], [2.806896, 2.444322, -1.560131], [-1.764680, -1.616040, -3.390734], [3.492426, 0.453430, 3.529631], [3.131260, -1.303104, 5.213912], [2.274805, 0.390135, 1.353246], [0.673522, 5.325032, -0.768509], [-2.200240, -4.633058, 0.517343], [2.619362, 4.151930, -1.635896], [-3.312293, 2.012956, -0.097900], [1.555556, -3.160804, 4.780055]],
  "forces_ev_per_angstrom": [[-0.8, -0.9, 1.3], [0.0, 0.1, -0.2], [-0.9, 1.3, 0.9], [-0.4, 1.4, -2.8], [-0.1, -0.1, 0.0], [2.2, -0.1, -1.0], [0.2, -0.1, 0.0], [0.0, 0.1, 0.0], [0.0, 0.0, -0.2], [0.0, -1.7, 1.7], [0.2, 0.4, 0.1], [0.1, 0.0, 0.1], [0.0, 0.0, 0.0], [0.2, -0.1, 0.4], [-0.1, -0.1, -0.1], [0.5, 0.4, -0.4], [0.0, 0.1, -0.1], [-0.7, -1.2, 0.2], [-0.1, -0.1, 0.1], [0.2, -0.1, -0.1], [-0.2, 0.4, 0.0], [-0.1, 0.4, -0.4], [-0.4, 0.3, 0.4], [0.3, 0.1, 0.4], [0.0, -0.5, 0.2], [-0.1, 0.0, -0.1], [-0.1, -0.1, -0.1], [0.6, 0.4, 0.6], [-0.1, -0.2, 0.0], [-0.1, 0.0, -0.3], [-0.6, -0.2, -0.8], [0.0, 0.0, 0.0], [0.0, 0.0, 0.0], [0.0, 0.0, 0.0], [0.0, 0.0, 0.0], [0.0, 0.0, 0.0], [0.0, 0.0, 0.0], [0.0, 0.0, 0.0], [0.0, 0.0, 0.0], [0.0, 0.0, 0.0], [0.0, 0.0, 0.0], [0.0, 0.0, 0.0], [-0.1, -0.1, -0.1], [0.0, 0.0, 0.1], [0.0, 0.0, 0.0], [0.0, 0.0, 0.0]]
}

(3)
{
  "formula": "C20H15N4PdS6",
  "method": "the ωB97M-V functional and the def2-TZVPD basis",
  "gap_ha": [0.225, 0.189],
  "multiplicity": 5,
  "relative_energy_kj_mol": 0.0,
  "max_force_ev_per_a": 0.40,
  "charge": -1,
  "symbols": ["Pd", "S", "S", "S", "S", "S", "S", "N", "N", "N", "N", "C", "C", "C", "C", "C", "C", "C", "C", "C", "C", "C", "C", "C", "C", "C", "C", "C", "C", "C", "C", "H", "H", "H", "H", "H", "H", "H", "H", "H", "H", "H", "H", "H", "H", "H"],
  "coordinates": [[1.433855, 0.663587, 0.972199], [2.419080, 2.404678, -0.567307], [-0.930097, 0.458018, 0.412505], [1.117943, 2.621645, 2.384830], [2.270083, 2.292331, -2.514151], [5.229350, 2.593010, 2.186096], [3.513315, 0.032587, 2.512942], [0.210431, -1.923930, -0.144683], [-2.047621, -1.910068, -0.320700], [-3.167336, -1.271602, -0.033133], [1.364833, -1.302257, 0.059100], [-5.551488, -1.094518, 0.030491], [0.679482, 6.322142, 0.896917], [1.660225, 5.028976, -0.859602], [1.162422, 6.234432, -0.410385], [-5.785823, -3.587249, -1.154078], [2.420329, -3.514822, -0.102434], [4.777584, -3.635308, -0.604086], [-6.801770, -1.622832, -0.228857], [-6.929705, -2.873429, -0.822638], [-0.882928, -1.176722, -0.013813], [-4.404026, -1.819786, -0.306221], [1.177061, 3.974314, 1.290350], [1.672787, 3.916960, -0.021024], [2.473246, -2.116714, -0.164698], [3.567799, -4.257176, -0.314966], [4.401821, 1.293983, 2.368188], [-4.523740, -3.075899, -0.904001], [4.828757, -2.249153, -0.683243], [3.691444, -1.494703, -0.462972], [0.689003, 5.220573, 1.721761], [-5.451614, -0.120439, 0.493431], [5.669605, -4.225427, -0.770819], [1.474858, -3.989939, 0.114813], [3.717163, -0.414097, -0.539805], [1.153315, 7.097372, -1.062581], [-5.874408, -4.562218, -1.616975], [-7.909456, -3.285024, -1.025083], [0.285405, 7.261420, 1.266112], [-7.683598, -1.053058, 0.035547], [-3.105056, -0.339691, 0.377149], [3.517569, -5.337835, -0.253559], [0.298348, 5.287130, 2.729121], [5.759656, -1.751111, -0.924397], [-3.628082, -3.621801, -1.157935], [2.039998, 4.923655, -1.867397]],
  "forces_ev_per_angstrom": [[-0.3, 0.0, 0.0], [0.1, 0.0, 0.0], [-0.1, 0.1, 0.1], [0.1, -0.1, 0.0], [0.0, 0.0, 0.0], [0.0, -0.1, 0.0], [0.2, 0.0, 0.1], [0.1, 0.1, 0.1], [-0.1, 0.3, 0.1], [0.2, -0.1, 0.0], [0.0, 0.0, -0.1], [0.0, 0.0, 0.0], [0.0, 0.1, -0.1], [0.0, 0.0, 0.0], [0.0, 0.0, 0.0], [0.0, 0.0, 0.0], [0.0, 0.0, 0.0], [0.0, 0.0, 0.0], [0.0, 0.0, 0.0], [0.0, 0.0, 0.0], [-0.1, -0.4, -0.1], [0.0, 0.0, 0.0], [0.0, 0.0, 0.0], [0.0, -0.1, -0.1], [0.0, 0.1, 0.0], [0.0, 0.0, 0.0], [0.0, 0.0, 0.1], [-0.1, 0.0, 0.0], [0.0, 0.0, 0.0], [0.0, 0.0, 0.0], [0.0, 0.0, 0.0], [0.0, 0.0, 0.0], [0.0, 0.0, 0.0], [0.0, 0.0, 0.0], [0.0, 0.0, 0.0], [0.0, 0.0, 0.0], [0.0, 0.0, 0.0], [0.0, 0.0, 0.0], [0.0, 0.0, 0.0], [0.0, 0.0, 0.0], [0.0, 0.0, 0.0], [0.0, 0.0, 0.0], [0.0, 0.0, 0.0], [0.0, 0.0, 0.0], [0.0, 0.0, 0.0], [0.0, 0.0, 0.0]]
}